No. 1
Entry from OMol25: a 2-piece molecular cluster, C33H41N2O overall at a distorted geometry (ωB97M-V/def2-TZVPD).

ORCA input file:
```
! wB97M-V def2-TZVPD RIJCOSX def2/J DEFGRID3
* xyz 1 1
C -5.1900 2.3738 0.0112
C -4.3455 1.3884 -0.7421
C -3.6629 0.3951 -0.0414
C -2.9714 -0.6308 -0.6915
C -2.3619 -1.6733 0.2251
C -2.8386 -0.5970 -2.0987
C -1.9682 -1.6330 -2.7875
C -2.7011 -2.9968 -2.8515
C -0.5306 -1.7458 -2.1615
C 0.0606 -0.4760 -1.6932
C 1.4395 -0.1908 -1.5991
C 1.9444 1.0919 -2.0316
C 1.1030 2.0337 -2.8478
C 3.2696 1.4326 -1.7967
C 4.1689 0.5700 -1.1622
C 5.5852 0.9991 -0.8729
C 3.7155 -0.7280 -0.9009
C 2.4076 -1.1438 -1.1262
C 2.0818 -2.5818 -0.8680
C -3.5096 0.4111 -2.8272
C -3.4647 0.5228 -4.3395
C -4.2147 1.3979 -2.1303
H -5.6481 3.1070 -0.6612
H -5.9872 1.8421 0.5518
H -4.5813 2.9029 0.7564
H -3.6875 0.4040 1.0503
H -2.2188 -2.6590 -0.2522
H -1.3964 -1.3448 0.6731
H -3.0353 -1.8274 1.0936
H -1.8237 -1.3285 -3.8358
H -3.7069 -2.8569 -3.2755
H -2.1628 -3.7116 -3.4915
H -2.8361 -3.4683 -1.8657
H -0.5749 -2.4109 -1.2874
H 0.1046 -2.2535 -2.9132
H -0.6460 0.3562 -1.5517
H 1.6392 2.9897 -2.9598
H 0.9421 1.6194 -3.8594
H 0.1222 2.2464 -2.4023
H 3.6245 2.4172 -2.1067
H 6.1584 0.1788 -0.4226
H 6.1074 1.3154 -1.7902
H 5.5989 1.8534 -0.1797
H 4.4237 -1.4507 -0.4976
H 3.0217 -3.1443 -0.7556
H 1.5038 -2.7293 0.0568
H 1.5264 -3.0278 -1.7026
H -4.0824 1.3750 -4.6667
H -2.4470 0.7162 -4.7223
H -3.8682 -0.3622 -4.8596
H -4.6828 2.1958 -2.7039
C 2.9506 5.0022 2.7240
O 1.6289 4.4177 2.9487
C 1.5372 3.0760 3.1427
C 0.2576 2.4801 2.9704
C 0.1783 1.1136 2.7630
C 1.2392 0.3009 3.1699
N 1.0339 -1.0786 3.1903
C -0.0621 -1.6875 2.5967
N -0.0523 -2.9290 3.1675
C -1.1294 -3.8975 3.1225
C 1.0970 -3.1399 3.9315
C 1.8032 -1.9944 3.9040
C 2.4292 0.8874 3.6510
C 2.6489 2.2551 3.4235
H 2.7072 6.0566 2.6092
H 3.6206 4.8462 3.5921
H 3.4195 4.6064 1.8009
H -0.6111 3.1172 2.9229
H -0.7202 0.6315 2.3672
H -1.9012 -3.5265 2.4404
H -0.7722 -4.8750 2.7756
H -1.5629 -4.0503 4.1263
H 1.2954 -4.0312 4.4785
H 2.7260 -1.7277 4.3880
H 3.1779 0.3138 4.2076
H 3.6562 2.6696 3.5002
*
```

Output
Calculated total energy = -39905.0520 eV
HOMO = -9.93 eV
Maximum force = 2.10 eV/Å
Kohn-Sham gap = 4.77 eV

Atomic partial charges in e from the Löwdin method, atoms 1 to 4: -0.0469, -0.2638, -0.0109, -0.2023

=====

No. 2
Entry from OMol25: a 2-piece molecular cluster, C4H13NOS overall at a distorted geometry (ωB97M-V/def2-TZVPD).

ORCA input file:
```
! wB97M-V def2-TZVPD RIJCOSX def2/J DEFGRID3
* xyz 0 1
C 0.3587 -1.1217 -1.6865
N 0.4037 -0.2587 -0.4684
C -0.5208 -0.6385 0.5842
C -2.0438 0.0215 0.8811
S -2.1434 1.0975 2.3169
C 0.4084 -0.4519 1.8624
H 0.8538 -2.1521 -1.6770
H 0.7377 -0.6507 -2.5804
H -0.7927 -1.2379 -1.8850
H 1.3579 -0.0715 -0.1275
H -0.6895 -1.7698 0.5455
H -2.6767 -0.7867 0.9542
H -2.2244 0.4643 -0.1430
H -2.2985 2.2611 1.5650
H 0.1805 -0.8749 2.8141
H 0.4451 0.5848 2.0638
H 1.4661 -0.7826 1.6992
H 2.7945 1.7787 -2.8023
H 1.7526 2.4855 -2.0285
O 2.6308 2.1039 -1.8876
*
```

Output
Calculated total energy = -18729.7295 eV
ΔE to the lowest compared entry with this formula, charge and spin = 52.61 kcal per mole
HOMO = -8.39 eV
Maximum force = 5.19 eV/Å
Kohn-Sham gap = 9.13 eV

Atomic partial charges in e from the Löwdin method, atoms 1 to 4: -0.1303, -0.1307, -0.3999, -0.5086

=====

No. 3
Entry from OMol25: one molecule with the formula C5H7N at a distorted geometry (ωB97M-V/def2-TZVPD).

ORCA input file:
```
! wB97M-V def2-TZVPD RIJCOSX def2/J DEFGRID3
* xyz 0 1
C -1.1675 -1.5042 0.6955
C -0.3208 -0.3434 0.1521
C 0.5733 0.4541 0.9435
N 1.2198 1.2842 0.0769
C 0.7624 1.2330 -1.2073
C -0.3242 0.3341 -1.1352
H -1.9931 -1.6888 -0.0356
H -0.5432 -2.3484 0.7937
H -1.6125 -1.2397 1.6668
H 0.9364 0.1449 1.9334
H 2.2011 1.5879 0.3072
H 1.0536 1.8217 -2.0865
H -0.7854 0.2647 -2.1046
*
```

Output
Calculated total energy = -6787.4913 eV
ΔE to the lowest compared entry with this formula, charge and spin = 23.55 kcal per mole
HOMO = -8.05 eV
Maximum force = 3.93 eV/Å
Kohn-Sham gap = 9.14 eV

Atomic partial charges in e from the Löwdin method, atoms 1 to 4: -0.0633, -0.2519, -0.1016, -0.0540

=====

No. 4
Entry from OMol25: C4H6N2O as an isolated structure at a distorted geometry (ωB97M-V/def2-TZVPD).

ORCA input file:
```
! wB97M-V def2-TZVPD RIJCOSX def2/J DEFGRID3
* xyz 0 1
C -2.2696 -0.8625 0.2361
O -1.5920 0.4285 0.2425
C -0.3101 0.3607 0.1357
C 0.5493 1.6555 0.1785
N 1.8233 0.9331 0.3066
C 1.7465 -0.3580 0.0213
N 0.4230 -0.7716 0.0737
H -2.0478 -1.3946 -0.6863
H -3.3442 -0.6531 0.3032
H -1.9345 -1.4500 1.0860
H 1.3929 1.4504 -2.2204
H 2.6873 1.5256 0.1779
H 2.8017 -1.0761 -0.5675
*
```

Output
Calculated total energy = -9265.2860 eV
ΔE to the lowest compared entry with this formula, charge and spin = 189.46 kcal per mole
HOMO (spin up / spin down) = -8.74 / -8.30 eV
Maximum force = 5.11 eV/Å
Kohn-Sham gap (spin up / spin down) = 7.67 / 7.85 eV

Atomic partial charges in e from the Löwdin method, atoms 1 to 4: -0.0304, -0.0419, -0.4582, 0.0450